# C10H11NO2

C10H11NO2 in the gas phase (ωB97M-V/def2-TZVPD, OMol25).

XYZ file:
```
24
Properties=species:S:1:pos:R:3:forces:R:3:lowdin_charge:R:1
C 3.105 -0.909 0.129 -2.664 -0.819 -2.111 -0.05
C 2.251 0.089 0.592 -2.018 1.845 -0.247 -0.04
C 2.274 -1.636 -0.730 2.474 -1.460 -0.135 -0.13
C 0.994 -0.046 -0.049 0.959 0.214 2.098 -0.19
C -1.882 -0.982 1.451 -0.402 0.785 -0.022 -0.06
C -0.957 -0.202 1.978 1.742 -0.266 -3.217 0.13
C -2.273 -0.704 0.044 0.906 2.327 0.166 -0.44
C -0.313 0.667 0.220 1.095 -1.638 4.444 -0.29
C -0.148 2.137 0.554 2.476 -0.008 -0.143 -0.04
C -1.385 0.199 -1.937 1.310 -3.175 -0.947 -0.05
N -1.416 0.287 -0.526 -0.873 -0.764 0.819 -0.08
O -3.228 -1.092 -0.555 -0.622 -1.068 -0.257 0.11
O 1.022 -1.213 -0.774 -0.304 1.579 0.319 0.04
H 4.148 -0.864 0.189 1.192 -0.618 0.249 0.09
H 2.552 0.896 1.278 -0.434 -0.470 -0.534 0.12
H 2.477 -2.460 -1.432 0.009 0.468 0.666 0.13
H -2.552 -1.683 1.880 -0.152 -0.795 0.851 0.10
H -0.319 -0.394 2.869 -0.746 0.753 -0.594 0.09
H -1.068 2.570 0.778 -1.717 0.543 0.437 0.05
H 0.197 2.605 -0.398 0.171 0.136 0.806 0.10
H 0.556 2.382 1.458 -1.055 -0.707 -1.984 0.12
H -2.351 0.343 -2.315 -1.398 -0.231 -0.625 0.08
H -0.765 0.842 -2.462 1.364 1.927 -0.284 0.07
H -0.920 -0.830 -2.242 -1.314 1.444 0.245 0.13
```
Positions in Å, forces in eV/Å.

Properties
relative energy (zero: lowest compared OMol25 entry of this formula, charge and spin): 437.92 kJ/mol
HOMO: -8.215 eV
multiplicity: 1
orbital gap: 8.604 eV
lowest unoccupied orbital energy: 0.39 eV



# C10H11NO2

2 unconnected molecules or ions with the total composition C10H11NO2 (ωB97M-V/def2-TZVPD, OMol25).

XYZ file:
```
24
Properties=species:S:1:pos:R:3:forces:R:3:lowdin_charge:R:1
C 0.152 1.126 2.732 -0.713 -1.864 -4.748 -0.03
C -1.122 0.767 2.248 2.181 -0.003 -2.098 -0.02
C 1.274 0.933 1.868 0.865 0.441 2.921 -0.07
C -0.186 0.089 0.254 1.454 0.745 -1.816 0.16
C -1.381 0.310 0.895 1.241 -0.130 -0.160 -0.20
C 1.146 0.414 0.621 -1.227 -1.421 -0.680 -0.31
C 0.268 -0.144 -3.296 -0.196 -1.364 -0.099 0.06
C 0.143 -0.732 -2.172 0.039 1.834 4.058 -0.04
C -2.818 0.104 0.295 3.691 0.361 -0.045 0.01
C 2.427 0.073 -0.086 -0.080 1.332 -1.589 -0.06
N 0.015 -1.980 -1.627 0.453 -0.798 0.486 -0.45
O 0.995 -2.579 -1.191 -0.081 -0.019 -0.486 0.05
O -1.132 -2.323 -1.472 -1.349 -1.205 0.086 0.06
H 0.259 1.619 3.603 0.293 1.200 3.055 0.06
H -1.967 0.914 2.807 -1.983 0.487 1.636 0.07
H 2.366 1.040 2.246 -2.178 0.265 -0.432 0.14
H 0.229 -0.725 -4.156 0.200 -1.029 -1.770 0.06
H 0.311 0.865 -3.402 0.110 2.756 -0.130 0.04
H -2.965 0.839 -0.502 -0.306 -0.132 0.377 0.09
H -2.808 -0.895 -0.099 -0.488 -0.432 -0.213 0.06
H -3.356 0.222 1.177 -2.018 0.175 0.905 0.04
H 2.412 -0.971 -0.445 0.042 0.687 -0.113 0.06
H 2.522 0.859 -0.992 0.288 -1.997 1.967 0.13
H 3.218 0.175 0.693 -0.239 0.114 -1.112 0.07
```
Positions in Å, forces in eV/Å.

Properties
relative energy (zero: lowest compared OMol25 entry of this formula, charge and spin): 947.06 kJ/mol
HOMO (alpha / beta): -9.286 / -8.965 eV
multiplicity: 1
orbital gap (alpha / beta): 8.445 / 7.570 eV
lowest unoccupied orbital energy (alpha / beta): -0.84 / -1.39 eV



# C10H11NO3

C10H11NO3 in the gas phase (ωB97M-V/def2-TZVPD, OMol25).

XYZ file:
```
25
Properties=species:S:1:pos:R:3:forces:R:3:lowdin_charge:R:1
C -2.851 1.185 0.046 1.662 -0.320 0.687 -0.09
C -1.994 1.057 -1.050 -1.015 1.797 -1.659 -0.07
C -2.525 0.539 1.216 0.621 -1.603 0.862 -0.07
C -0.960 0.135 -1.099 -0.224 0.232 0.854 -0.03
C -1.414 -0.309 1.220 -0.369 -0.362 -0.768 -0.02
C -0.666 -0.576 0.064 -1.223 0.217 0.278 -0.18
C 1.329 -1.986 -0.575 1.543 -1.936 -0.225 -0.07
C 2.249 0.274 -0.874 0.657 -1.529 -0.588 -0.58
C 1.524 1.682 0.742 0.116 2.892 1.916 -0.07
C 0.197 -1.750 0.113 1.722 -0.231 -0.501 -0.28
N 2.097 -1.051 -1.279 -0.379 2.077 -0.128 0.09
O 2.700 1.163 -1.560 -0.324 -0.508 0.111 0.09
O -0.191 -2.602 1.085 -2.358 0.910 -0.085 0.07
O 1.910 0.351 0.422 0.217 1.604 0.093 -0.06
H -3.644 1.860 0.116 -1.205 0.997 -0.613 0.08
H -2.220 1.797 -1.903 0.545 -1.620 1.047 0.13
H -3.130 0.483 2.140 0.162 0.652 -0.764 0.12
H -0.382 -0.056 -1.975 0.177 0.127 -0.633 0.11
H -1.220 -0.974 2.033 0.007 0.159 0.671 0.11
H 1.971 -2.949 -0.560 -1.836 1.128 0.617 0.15
H 2.060 2.478 0.058 -1.553 -1.800 0.995 0.12
H 1.908 2.032 1.814 -0.853 -1.388 -2.052 0.12
H 0.367 1.690 0.752 1.983 0.477 -0.188 0.10
H 2.441 -1.229 -2.202 -0.035 -0.187 -0.254 0.14
H 0.444 -3.242 1.257 1.961 -1.785 0.329 0.08
```
Positions in Å, forces in eV/Å.

Properties
relative energy (zero: lowest compared OMol25 entry of this formula, charge and spin): 232.30 kJ/mol
SMILES: COC(=O)N/C=C(/O)c1ccccc1
HOMO: -8.123 eV
multiplicity: 1
orbital gap: 8.682 eV
lowest unoccupied orbital energy: 0.56 eV



# C10H11NO3

A molecular structure, C10H11NO3 (ωB97M-V/def2-TZVPD, OMol25).

XYZ file:
```
25
Properties=species:S:1:pos:R:3:forces:R:3:lowdin_charge:R:1
C 4.631 0.121 0.434 -5.862 -3.154 -4.670 0.05
C 3.689 -0.568 -0.251 5.122 4.944 2.685 -0.09
C 2.597 -1.100 -1.362 1.766 -0.485 1.945 -0.11
C 1.303 -1.719 -0.603 -1.545 1.574 -1.453 -0.25
O 1.340 -1.949 0.837 -1.226 2.156 0.252 -0.01
C 0.194 -1.207 1.402 -0.055 0.859 2.697 -0.27
O 0.060 -0.718 2.595 0.882 -3.512 -7.578 0.08
O -0.783 -1.139 0.286 11.457 -2.024 0.718 -0.19
C 0.082 -0.615 -0.793 2.881 -0.693 0.245 -0.20
C 0.406 0.934 -0.378 -1.587 2.222 -1.816 -0.09
C -0.331 2.024 -0.994 1.128 -2.514 0.399 -0.01
H 5.337 0.954 0.856 -1.759 -2.436 -0.831 0.06
H 2.316 -0.215 -2.082 0.493 -1.685 1.653 0.13
H 3.136 -1.929 -1.960 -0.899 1.432 0.950 0.11
H 0.876 -2.649 -1.145 1.124 1.267 1.031 0.16
H -0.218 -0.804 -1.892 -0.529 0.697 2.112 0.17
H 1.187 1.203 0.429 -2.004 -0.987 -0.614 0.13
H -0.510 1.971 -2.146 -0.650 -0.350 2.377 0.07
H -0.819 2.919 -0.434 1.989 -1.277 -1.023 0.07
C -4.492 1.029 1.358 1.004 -0.404 -0.145 -0.07
C -3.305 0.214 0.900 3.630 -2.282 -1.197 -0.09
N -2.341 -0.443 0.529 -15.627 6.847 2.346 0.12
H -4.177 2.048 1.594 -0.027 -0.128 -0.012 0.07
H -5.246 1.063 0.569 0.175 -0.081 0.048 0.07
H -4.931 0.577 2.251 0.117 0.013 -0.120 0.08
```
Positions in Å, forces in eV/Å.

Properties
relative energy (zero: lowest compared OMol25 entry of this formula, charge and spin): 1330.26 kJ/mol
HOMO: -7.877 eV
multiplicity: 1
orbital gap: 8.287 eV
lowest unoccupied orbital energy: 0.41 eV



# C10H11O3PS

C10H11O3PS in the gas phase (ωB97M-V/def2-TZVPD, OMol25).

XYZ file:
```
26
Properties=species:S:1:pos:R:3:forces:R:3:lowdin_charge:R:1
O -0.158 -0.880 -4.196 3.635 -0.553 8.394 -0.04
C 0.343 -0.995 -2.939 -4.097 -2.099 -6.248 -0.43
O 0.237 -2.316 -2.302 -0.448 3.572 -0.278 -0.12
C -0.193 -2.231 -0.898 0.270 -0.810 1.440 -0.20
C -1.697 -1.622 -0.666 0.041 0.676 0.599 -0.08
C -1.829 -1.161 0.935 -3.157 -1.644 3.179 -0.22
O -2.747 -1.662 1.779 5.889 3.131 -5.379 -0.03
C -0.746 0.027 1.397 1.163 1.949 0.399 -0.10
C -1.168 1.566 0.936 4.221 -1.086 2.213 -0.02
C -0.109 2.768 1.322 0.295 -4.628 0.808 -0.06
C 1.264 2.363 2.129 -1.668 -2.115 -0.655 -0.07
C 1.671 0.838 2.583 -4.147 0.270 -2.448 -0.05
C 0.628 -0.368 2.204 -1.153 3.992 -1.363 -0.03
P 1.141 0.574 -2.198 1.321 1.711 -0.968 0.38
S 2.850 1.060 -3.081 -0.851 -0.707 0.550 0.08
H -0.214 -3.345 -0.475 0.142 2.409 -1.211 0.16
H 0.661 -1.683 -0.305 -1.950 -0.775 -0.931 0.11
H -1.876 -0.616 -1.283 0.498 -2.153 1.223 0.13
H -2.522 -2.410 -0.967 1.731 1.679 0.801 0.14
H -2.176 1.733 0.343 2.370 -0.292 1.442 0.10
H -0.384 3.857 0.983 0.878 -2.354 0.929 0.09
H 2.027 3.227 2.397 -1.840 -2.024 -0.662 0.09
H 2.667 0.540 3.131 -2.232 1.001 -1.239 0.09
H 0.810 -1.513 2.447 -0.341 2.802 -0.468 0.11
H 1.291 0.568 -0.765 -0.657 -0.439 -0.701 -0.03
H 0.229 1.682 -2.513 0.089 -1.511 0.575 0.01
```
Positions in Å, forces in eV/Å.

Properties
SMILES: O=C(OCCC(=O)c1ccccc1)[PH2]=S
HOMO: -8.980 eV
multiplicity: 1
orbital gap: 8.035 eV
lowest unoccupied orbital energy: -0.94 eV



# C10H12

C10H12 in the gas phase (ωB97M-V/def2-TZVPD, OMol25).

XYZ file:
```
22
Properties=species:S:1:pos:R:3:forces:R:3:lowdin_charge:R:1
C 2.138 0.542 -1.184 0.681 0.126 -0.905 0.04
C 2.839 0.036 -0.237 -0.067 0.633 0.301 -0.21
C 1.417 0.447 0.089 0.161 1.041 0.697 -0.25
C -3.405 -0.301 -0.099 1.914 -0.631 1.497 -0.18
C -2.073 -1.127 0.081 -0.835 -0.514 -2.511 -0.13
C 0.285 -0.455 0.036 -0.766 -0.631 0.093 -0.06
C -2.915 1.090 0.092 -1.469 2.071 -0.443 -0.11
C -1.600 1.220 0.122 1.358 2.985 1.454 -0.08
C -0.981 -0.058 0.060 0.323 -2.132 0.657 -0.30
C 4.065 -0.364 0.451 1.735 2.273 0.726 -0.05
H -1.033 2.239 0.353 -1.311 -2.376 -0.841 0.15
H 1.253 1.388 0.675 0.084 -0.741 -0.443 0.13
H 1.921 0.796 -2.193 0.251 0.210 -0.521 0.10
H -3.844 -0.468 -1.056 -0.756 -0.146 -0.429 0.10
H -3.946 -0.655 0.759 -1.391 0.242 -0.081 0.10
H -2.147 -1.773 1.006 0.491 0.713 -1.175 0.13
H -1.998 -1.750 -0.905 0.204 0.484 2.086 0.14
H 0.354 -1.517 -0.225 0.790 0.201 0.406 0.12
H -3.569 1.992 0.104 0.312 -0.898 0.069 0.11
H 4.861 -0.757 -0.182 -0.196 0.039 -0.144 0.07
H 3.810 -1.073 1.184 -0.137 -1.091 1.024 0.05
H 4.566 0.548 1.071 -1.373 -1.860 -1.517 0.14
```
Positions in Å, forces in eV/Å.

Properties
relative energy (zero: lowest compared OMol25 entry of this formula, charge and spin): 342.42 kJ/mol
SMILES: CC1=C[C@H]1/C=C1\C=CCC1
HOMO: -7.542 eV
multiplicity: 1
orbital gap: 8.590 eV
lowest unoccupied orbital energy: 1.05 eV



# C10H12

2 unconnected molecules or ions with the total composition C10H12 (ωB97M-V/def2-TZVPD, OMol25).

XYZ file:
```
22
Properties=species:S:1:pos:R:3:forces:R:3:lowdin_charge:R:1
C -1.754 1.276 0.733 1.717 -2.559 -2.997 0.01
C -1.826 1.373 -0.595 0.518 -0.280 0.215 -0.01
C -1.722 -1.327 0.631 -0.435 1.224 -0.408 -0.04
C -1.880 -1.278 -0.689 0.731 -0.199 1.190 -0.04
C -0.959 -0.046 0.746 -0.104 0.768 -0.697 -0.18
C -1.122 0.016 -0.970 -0.269 0.557 1.332 -0.14
C 0.181 -0.009 -0.242 2.290 -3.974 -0.827 -0.19
C 1.228 -1.939 -0.459 -3.178 1.744 0.179 0.06
C 1.952 1.288 0.905 -0.980 -0.714 0.190 -0.08
C 1.300 0.996 -0.407 -2.192 -0.777 -1.406 -0.24
H -2.046 1.772 1.559 -0.982 1.986 2.402 0.06
H -2.073 2.200 -1.251 -0.291 -0.239 -0.049 0.09
H -2.117 -1.864 1.458 -0.056 -0.893 0.302 0.09
H -2.163 -2.077 -1.310 -0.658 -0.472 -1.234 0.08
H 0.858 -2.517 0.428 0.953 0.650 -0.764 0.03
H 2.270 -1.707 -0.621 0.200 0.103 0.632 0.01
H 0.831 -2.411 -1.386 0.024 0.577 0.653 0.03
H 2.697 2.002 0.748 1.204 1.351 0.158 0.05
H 2.455 0.353 1.201 -0.352 0.343 0.410 0.09
H 1.188 1.631 1.637 0.764 -0.309 -0.267 0.09
H 1.978 0.518 -1.128 -0.021 0.438 0.231 0.11
H 0.724 1.750 -0.988 1.117 0.675 0.757 0.12
```
Positions in Å, forces in eV/Å.

Properties
relative energy (zero: lowest compared OMol25 entry of this formula, charge and spin): 698.86 kJ/mol
HOMO: -7.830 eV
multiplicity: 1
orbital gap: 8.850 eV
lowest unoccupied orbital energy: 1.02 eV



# C10H12BBa2Br6O8

A molecular structure, C10H12BBa2Br6O8 (ωB97M-V/def2-TZVPD, OMol25).

XYZ file:
```
39
Properties=species:S:1:pos:R:3:forces:R:3:lowdin_charge:R:1
Ba -0.467 -5.070 -5.981 -0.125 0.663 0.672 2.05
Ba 2.840 4.190 -2.678 -0.921 -0.708 0.723 1.91
O -1.579 -2.667 -5.128 0.313 0.227 -0.270 -0.04
C -0.972 -1.971 -4.334 0.674 -0.168 1.298 -0.36
O -1.141 -0.752 -3.912 -0.801 -1.425 -1.056 0.31
B -0.235 -0.494 -2.791 -0.001 1.289 0.600 -0.85
O 0.739 -1.576 -2.743 -0.765 -3.324 -1.616 0.26
C 0.271 -2.555 -3.560 1.389 -0.149 -0.144 -0.26
O 0.735 -3.687 -3.839 -1.110 2.596 0.644 -0.06
O -0.961 -0.314 -1.508 0.291 -2.396 -2.244 0.27
C -0.782 0.866 -1.078 -1.225 4.035 5.686 -0.33
O -1.297 1.347 -0.023 2.568 -1.606 -4.780 0.11
C 0.255 1.572 -2.032 -1.268 1.318 -0.152 -0.40
O 0.471 0.794 -3.083 -0.084 0.358 1.579 0.22
O 0.613 2.745 -1.902 0.897 -0.896 -0.797 -0.15
Br 3.113 1.006 -0.587 -0.257 -0.446 0.412 0.58
C 2.818 -0.784 0.352 -0.268 -0.123 0.123 -0.54
C 3.427 -1.848 -0.503 1.462 0.331 -0.632 -0.66
Br 5.381 -1.625 -0.282 -0.284 -0.463 -0.263 0.65
H 1.752 -0.935 0.518 -0.046 0.478 -0.170 0.08
H 3.341 -0.661 1.301 -0.181 0.160 -0.146 0.05
H 3.254 -1.692 -1.568 -0.161 0.004 0.177 0.03
H 3.184 -2.886 -0.278 -0.143 0.272 0.516 0.08
Br 1.959 1.085 4.129 -0.858 0.778 -0.323 0.56
C 0.603 2.580 3.988 -0.105 -0.081 -0.541 -0.57
C 0.493 3.010 2.510 1.078 -0.703 -0.013 -0.73
Br -0.537 4.594 2.015 0.119 -0.269 0.480 0.62
H 1.001 3.334 4.667 -0.229 -0.026 -0.241 0.06
H -0.354 2.180 4.321 0.297 -0.001 0.247 0.06
H 0.096 2.198 1.901 -0.195 0.088 0.205 0.02
H 1.502 3.194 2.143 -0.062 0.168 0.031 0.02
Br -2.642 -2.436 3.585 -0.261 0.467 -0.265 0.57
C -3.830 -0.875 3.258 0.728 0.083 -0.784 -0.61
C -3.571 -0.353 1.803 -0.738 -0.804 -0.122 -0.68
Br -4.673 1.234 1.309 0.721 -0.610 0.499 0.58
H -3.567 -0.172 4.048 -0.006 0.085 -0.347 0.05
H -4.830 -1.262 3.452 0.082 0.239 -0.417 0.05
H -3.868 -1.072 1.040 -0.648 -0.314 0.473 0.03
H -2.539 -0.245 1.471 0.122 0.872 0.958 0.02
```
Positions in Å, forces in eV/Å.

Properties
relative energy (zero: lowest compared OMol25 entry of this formula, charge and spin): 240.90 kJ/mol
HOMO: -14.585 eV
multiplicity: 1
orbital gap: 5.182 eV
net charge: +3
lowest unoccupied orbital energy: -9.40 eV



# C10H12BeBrIN6O2S

A molecular structure, C10H12BeBrIN6O2S (ωB97M-V/def2-TZVPD, OMol25).

XYZ file:
```
34
Properties=species:S:1:pos:R:3:forces:R:3:lowdin_charge:R:1
Be -0.081 0.435 -0.387 0.779 -1.136 0.541 -0.03
N -0.368 0.284 2.642 0.087 -0.142 0.209 0.04
N -0.531 1.661 2.810 0.024 0.029 0.444 0.03
C -0.570 2.459 1.745 -0.181 -0.167 0.077 -0.33
N -0.792 3.750 1.854 -0.046 0.322 -0.037 0.26
N -0.380 1.821 0.563 0.468 -1.415 0.974 0.08
N -0.540 2.386 -0.595 -0.323 3.308 0.623 -0.43
O -0.467 1.561 -1.505 0.207 -1.697 -1.648 0.04
O -0.700 3.548 -0.759 -0.393 1.349 -0.692 0.18
H -1.122 -0.224 3.100 0.052 0.209 -0.100 0.11
H 0.521 -0.032 3.025 -0.094 0.230 0.082 0.12
H -0.652 2.054 3.743 0.093 -0.061 -0.304 0.18
H -1.004 4.171 2.748 0.050 -0.066 -0.040 0.16
H -0.801 4.343 1.027 -0.002 -0.249 0.278 0.13
S 3.994 0.079 -1.380 -0.503 -0.073 0.268 1.18
C 3.434 -1.328 -0.585 -0.087 0.138 -0.050 -0.32
C 2.136 -1.183 -0.224 0.402 -0.409 0.110 -0.23
N 1.580 0.021 -0.557 -0.212 0.217 -0.329 -0.09
C 2.474 0.781 -1.178 0.054 -0.082 -0.019 -0.40
H 4.063 -2.182 -0.428 0.128 -0.144 0.014 0.09
H 1.549 -1.926 0.283 -0.040 -0.143 0.117 0.07
H 2.259 1.766 -1.542 -0.102 0.238 -0.133 0.10
Br -3.418 1.245 -0.231 -0.581 -0.276 0.003 0.86
C -4.171 -0.381 0.412 0.283 0.203 -0.028 -0.69
C -5.518 -0.405 0.743 0.065 0.200 -0.093 -0.10
C -6.093 -1.549 1.269 0.152 -0.055 -0.013 -0.03
C -5.315 -2.678 1.471 0.008 0.047 -0.055 -0.04
C -3.972 -2.674 1.120 0.443 -0.073 -0.105 -0.13
C -3.408 -1.525 0.589 0.334 0.334 -0.133 -0.58
I -1.321 -1.635 -0.035 -0.996 -0.508 -0.041 1.28
H -6.112 0.481 0.578 -0.047 0.080 0.022 0.12
H -7.145 -1.548 1.519 0.008 -0.029 0.008 0.13
H -5.748 -3.575 1.888 -0.008 -0.071 0.013 0.13
H -3.368 -3.560 1.251 -0.020 -0.107 0.036 0.11
```
Positions in Å, forces in eV/Å.

Properties
relative energy (zero: lowest compared OMol25 entry of this formula, charge and spin): 44.32 kJ/mol
HOMO: -15.033 eV
multiplicity: 1
orbital gap: 7.892 eV
net charge: +2
lowest unoccupied orbital energy: -7.14 eV